# 1
A 2-piece molecular cluster, C4H3F6O4S overall at a distorted geometry. Source: OMol25; level of theory: the ωB97M-V functional and the def2-TZVPD basis.

**E_HOMO**: -5.277 eV
**Lowest unoccupied orbital energy**: 3.67 eV
**Total charge**: -1
**Energy above the lowest of the compared OMol25 structures with the same formula, charge and spin**: 18.2 kcal/mol

Element x y z (Å)
C1 0.60 -1.46 -0.02
C2 0.02 -0.52 0.76
C3 0.94 0.54 1.30
C4 -1.34 -0.67 1.29
O1 0.35 -0.57 -2.14
O2 0.58 1.81 -2.34
O3 -1.55 0.77 -2.79
O4 -0.75 0.97 -0.53
F1 1.78 0.89 0.31
F2 0.42 1.64 1.78
F3 1.92 0.07 2.18
F4 -1.28 -1.51 2.40
F5 -2.16 -1.37 0.48
F6 -1.89 0.52 1.64
S1 -0.45 0.66 -1.95
H1 1.18 1.89 -1.66
H2 0.04 -2.28 -0.45
H3 1.61 -1.39 -0.25



# 2
A 2-piece molecular cluster, C4H3FN2O overall at a distorted geometry. Source: OMol25; level of theory: the ωB97M-V functional and the def2-TZVPD basis.

**E_HOMO**: -9.390 eV
**Lowest unoccupied orbital energy**: -0.87 eV
**Total charge**: 0
**Energy above the lowest of the compared OMol25 structures with the same formula, charge and spin**: 122.7 kcal/mol

Element x y z (Å)
C1 -1.39 -0.32 0.13
C2 -1.02 1.03 0.02
C3 1.05 -0.06 -0.21
C4 -0.17 -1.14 -0.08
H1 -1.63 1.99 0.27
H2 0.72 2.11 0.88
H3 2.23 -1.44 -0.40
N1 0.40 1.15 -0.25
N2 2.29 -0.35 -0.17
O1 0.14 -2.26 0.12
F1 -2.61 -0.70 -0.32



# 3
An isolated molecule of C4H3FN2O at a distorted geometry. Source: OMol25; level of theory: the ωB97M-V functional and the def2-TZVPD basis.

**E_HOMO**: -9.148 eV
**Lowest unoccupied orbital energy**: 0.35 eV
**Total charge**: 0
**SMILES**: [H]/N=c1\ncocc1F
**Energy above the lowest of the compared OMol25 structures with the same formula, charge and spin**: 64.2 kcal/mol

Element x y z (Å)
H1 1.93 2.23 -0.28
N1 1.95 1.13 -0.23
C1 0.75 0.66 -0.12
N2 -0.35 1.32 0.30
C2 -1.33 0.64 0.67
O1 -1.51 -0.74 0.54
C3 -0.52 -1.53 -0.08
C4 0.66 -0.84 -0.37
F1 1.73 -1.35 -0.94
H2 -2.33 1.07 0.86
H3 -0.96 -2.58 -0.35



# 4
An isolated molecule of C4H3FN2S at a distorted geometry. Source: OMol25; level of theory: the ωB97M-V functional and the def2-TZVPD basis.

**E_HOMO**: -9.853 eV
**Lowest unoccupied orbital energy**: -1.06 eV
**Total charge**: 0
**SMILES**: FC1=NN=C/C1=C\S
**Energy above the lowest of the compared OMol25 structures with the same formula, charge and spin**: 53.8 kcal/mol

Element x y z (Å)
F1 -1.42 2.10 0.03
C1 -1.34 0.77 0.01
N1 -2.34 -0.06 -0.01
N2 -1.70 -1.35 0.04
C2 -0.44 -1.26 -0.06
C3 -0.07 0.12 -0.04
C4 1.08 0.81 -0.11
S1 2.71 0.21 0.01
H1 0.25 -2.15 -0.21
H2 0.90 1.88 -0.13
H3 2.39 -1.08 0.47